(1)
# C5H10N2

C5H10N2 in the gas phase at a distorted geometry (ωB97M-V/def2-TZVPD, the Open Molecules 2025 dataset).

```
! RIJCOSX wB97M-V def2-TZVPD def2/J DEFGRID3
* xyz 0 1
C 2.19 0.36 -0.11
C 0.71 0.29 0.16
C 0.04 -1.07 0.28
C -1.45 -0.79 0.06
C -1.50 0.48 -0.78
N -0.15 1.25 -0.46
N 0.14 1.36 0.93
H 2.46 1.38 -0.32
H 2.44 -0.26 -0.97
H 2.74 0.01 0.75
H 0.23 -1.51 1.26
H 0.44 -1.74 -0.49
H -1.95 -1.61 -0.45
H -1.96 -0.64 1.01
H -1.44 0.29 -1.85
H -2.33 1.15 -0.56
H -0.62 1.05 1.54
*
```

Frontier orbital gap, eV: 9.66
LUMO level, eV: 1.017
ΔE to the lowest compared entry with this formula, charge and spin, kJ/mol: 166.27
Energy, a.u.: -305.9605
Max |F|, eV/Å: 3.15



(2)
# C32H28F10N7OV

A molecular structure, C32H28F10N7OV (ωB97M-V/def2-TZVPD, the Open Molecules 2025 dataset).

```
! RIJCOSX wB97M-V def2-TZVPD def2/J DEFGRID3
* xyz -1 2
V -0.13 0.59 -0.26
C 0.62 -0.81 2.34
N -0.16 0.33 1.85
C -1.57 0.19 2.25
C -2.42 1.21 1.53
N -2.02 1.22 0.13
C -2.89 1.80 -0.76
C -3.79 2.84 -0.45
F -3.80 3.40 0.78
C -4.67 3.39 -1.37
F -5.49 4.37 -0.99
C -4.69 2.94 -2.67
F -5.54 3.46 -3.57
C -3.81 1.93 -3.03
F -3.82 1.46 -4.28
C -2.96 1.38 -2.10
F -2.17 0.39 -2.53
C 0.43 1.60 2.32
C 1.78 1.82 1.65
N 1.71 1.40 0.25
C 2.75 1.75 -0.56
C 2.77 1.35 -1.92
F 1.79 0.59 -2.40
C 3.78 1.66 -2.80
F 3.71 1.23 -4.06
C 4.88 2.39 -2.39
F 5.87 2.70 -3.25
C 4.93 2.78 -1.07
F 5.99 3.48 -0.63
C 3.91 2.46 -0.19
F 4.13 2.88 1.08
H 0.68 -0.79 3.43
H 0.13 -1.72 2.01
H 1.62 -0.78 1.92
H -1.88 -0.81 1.95
H -1.67 0.28 3.34
H -3.48 0.94 1.65
H -2.31 2.19 2.01
H -0.24 2.41 2.04
H 0.53 1.59 3.41
H 2.00 2.88 1.76
H 2.57 1.27 2.20
O -0.19 2.00 -1.69
N -0.36 3.05 -2.37
C -0.49 4.18 -1.71
C -0.45 4.27 -0.28
N -0.42 4.37 0.86
C -0.66 5.37 -2.47
N -0.81 6.36 -3.06
C 2.96 -1.76 -1.15
C 2.17 -3.06 -1.10
C 2.12 -3.60 0.34
C 0.76 -3.09 -1.67
C 0.48 -4.17 -2.50
C -0.81 -4.48 -2.91
C -1.86 -3.73 -2.41
C -1.64 -2.64 -1.59
C -2.81 -1.98 -0.90
C -4.08 -1.88 -1.75
C -3.11 -2.75 0.39
C -0.31 -2.24 -1.30
N -0.10 -1.03 -0.64
H 3.97 -1.94 -0.78
H 2.50 -0.99 -0.55
H 3.04 -1.40 -2.18
H 2.73 -3.79 -1.69
H 1.55 -2.93 0.98
H 3.13 -3.69 0.75
H 1.65 -4.59 0.37
H 1.30 -4.81 -2.82
H -0.99 -5.32 -3.57
H -2.88 -4.01 -2.66
H -2.51 -0.97 -0.62
H -4.53 -2.86 -1.92
H -3.86 -1.43 -2.72
H -4.82 -1.26 -1.25
H -3.45 -3.76 0.17
H -3.89 -2.25 0.98
H -2.21 -2.83 1.01
*
```

Frontier orbital gap (alpha / beta), eV: 7.40 / 7.49
LUMO level (alpha / beta), eV: 2.371 / 2.382
ΔE to the lowest compared entry with this formula, charge and spin, kJ/mol: 30.99
Energy, a.u.: -3637.4084
⟨S²⟩: 0.812
Max |F|, eV/Å: 0.18



(3)
# H24HeO12

A molecular structure, H24HeO12 at a distorted geometry (ωB97M-V/def2-TZVPD, the Open Molecules 2025 dataset).

```
! RIJCOSX wB97M-V def2-TZVPD def2/J DEFGRID3
* xyz 0 1
He -11.63 9.60 -12.62
O -8.02 9.15 -12.69
H -8.68 8.81 -13.30
H -8.01 10.09 -12.86
O -15.16 10.18 -11.29
H -15.36 9.30 -11.60
H -15.50 10.76 -11.97
O -8.30 11.68 -13.05
H -7.47 12.10 -12.83
H -8.59 12.10 -13.86
O -14.72 9.34 -14.94
H -14.90 9.98 -14.25
H -14.23 9.84 -15.60
O -9.27 9.04 -10.32
H -9.83 8.27 -10.32
H -8.85 9.04 -11.18
O -10.32 11.50 -10.94
H -10.09 10.61 -10.67
H -9.59 11.78 -11.49
O -12.72 9.73 -9.64
H -13.59 9.76 -10.04
H -12.17 10.26 -10.21
O -9.83 8.44 -14.87
H -10.23 7.59 -14.70
H -9.17 8.27 -15.54
O -13.32 6.95 -10.11
H -13.03 7.81 -9.80
H -13.89 7.15 -10.85
O -12.54 11.98 -12.47
H -12.54 11.34 -13.18
H -11.64 11.95 -12.13
O -11.91 13.98 -14.34
H -12.17 13.42 -13.61
H -12.07 14.87 -14.03
O -11.75 10.47 -14.83
H -11.60 11.17 -15.46
H -11.01 9.87 -14.96
*
```

Frontier orbital gap, eV: 10.51
LUMO level, eV: -0.332
ΔE to the lowest compared entry with this formula, charge and spin, kJ/mol: 74.19
Energy, a.u.: -920.1808
Max |F|, eV/Å: 1.23



(4)
# C30H26NO2

A gas-phase ion, C30H26NO2 (charge +1) at a distorted geometry (ωB97M-V/def2-TZVPD, the Open Molecules 2025 dataset).

```
! RIJCOSX wB97M-V def2-TZVPD def2/J DEFGRID3
* xyz 1 1
C 4.79 4.54 -0.73
O 4.77 3.17 -1.18
C 3.65 2.40 -1.04
C 3.83 1.01 -1.25
C 2.78 0.15 -1.04
C 1.51 0.60 -0.61
C 0.56 -0.48 -0.26
C -0.88 -0.03 -0.14
C -1.92 -0.76 -0.76
C -3.27 -0.46 -0.58
C -3.64 0.71 0.10
O -5.01 0.94 0.26
C -5.69 1.88 -0.53
C -6.78 1.40 -1.26
C -7.40 2.24 -2.18
C -7.01 3.58 -2.30
C -5.96 4.06 -1.50
C -5.28 3.21 -0.62
C -2.65 1.56 0.57
C -1.30 1.19 0.48
N 1.33 -1.73 0.77
C 0.90 -1.49 2.02
C 1.25 -2.31 3.08
C 2.04 -3.41 2.90
C 2.43 -4.25 4.10
C 2.49 -3.72 1.60
C 3.36 -4.81 1.33
C 3.79 -5.13 0.05
C 3.31 -4.37 -1.02
C 2.45 -3.29 -0.80
C 2.08 -2.89 0.51
C 1.28 2.03 -0.74
C 2.35 2.92 -0.86
H 5.88 4.70 -0.79
H 4.24 5.21 -1.41
H 4.40 4.68 0.29
H 4.81 0.67 -1.60
H 2.98 -0.92 -1.12
H 0.63 -1.26 -1.14
H -1.70 -1.65 -1.35
H -4.09 -1.05 -0.98
H -7.08 0.37 -1.12
H -8.20 1.84 -2.81
H -7.52 4.24 -3.01
H -5.66 5.11 -1.57
H -4.45 3.57 0.00
H -2.95 2.52 1.01
H -0.57 1.83 0.96
H 0.26 -0.62 2.21
H 0.89 -2.04 4.05
H 3.06 -5.12 3.85
H 2.99 -3.66 4.85
H 1.55 -4.67 4.64
H 3.73 -5.44 2.12
H 4.47 -5.97 -0.14
H 3.61 -4.61 -2.03
H 2.05 -2.72 -1.64
H 0.30 2.50 -0.70
H 2.23 4.02 -0.96
*
```

Frontier orbital gap, eV: 7.11
LUMO level, eV: -3.765
ΔE to the lowest compared entry with this formula, charge and spin, kJ/mol: 161.95
Energy, a.u.: -1363.7178
Max |F|, eV/Å: 5.11



(5)
# C6H6ClN2O5S

2 unconnected molecules or ions with the total composition C6H6ClN2O5S at a distorted geometry (ωB97M-V/def2-TZVPD, the Open Molecules 2025 dataset).

```
! RIJCOSX wB97M-V def2-TZVPD def2/J DEFGRID3
* xyz -1 1
C 3.70 -0.37 -0.24
C 2.83 -0.53 0.82
C 3.84 1.10 -0.26
C -0.11 -0.10 1.49
C -0.28 -1.49 1.10
C -1.76 1.06 -0.87
N 3.01 1.66 0.70
N 0.21 -2.59 0.76
O 0.81 0.15 -1.09
O 4.58 1.79 -0.95
O -1.45 -0.88 1.25
O 0.43 2.28 0.22
O 2.40 0.61 1.33
S -0.01 0.88 -0.07
Cl 4.31 -1.50 -1.39
H -1.95 0.36 -1.71
H -2.45 0.95 -0.08
H -1.77 1.91 -1.52
H 2.34 2.39 0.43
H 2.48 -1.39 1.41
H -0.62 -3.33 0.56
*
```

Frontier orbital gap, eV: 7.77
LUMO level, eV: 3.098
ΔE to the lowest compared entry with this formula, charge and spin, kJ/mol: 361.58
Energy, a.u.: -1576.1815
Max |F|, eV/Å: 3.52



(6)
# C6H7ClO2S

A molecular structure, C6H7ClO2S at a distorted geometry (ωB97M-V/def2-TZVPD, the Open Molecules 2025 dataset).

```
! RIJCOSX wB97M-V def2-TZVPD def2/J DEFGRID3
* xyz 0 1
C -0.88 -1.53 -0.42
C -1.26 -0.34 -0.90
C -0.64 0.79 -0.22
C 0.21 0.26 0.93
C -2.25 -0.09 -1.99
C 2.85 0.38 1.49
O -0.80 1.96 -0.44
O 1.97 0.77 0.52
S 0.22 -1.51 0.92
Cl -0.08 1.01 2.44
H -1.21 -2.50 -0.76
H -2.68 -1.02 -2.34
H -1.76 0.42 -2.82
H -3.03 0.56 -1.62
H 3.82 0.68 1.11
H 2.86 -0.71 1.64
H 2.68 0.88 2.46
*
```

Frontier orbital gap, eV: 8.26
LUMO level, eV: -0.834
ΔE to the lowest compared entry with this formula, charge and spin, kJ/mol: 113.63
Energy, a.u.: -1241.5990
Max |F|, eV/Å: 4.45



(7)
# C21H22Cl2N4NaO3

A molecular structure, C21H22Cl2N4NaO3 (ωB97M-V/def2-TZVPD, the Open Molecules 2025 dataset).

```
! RIJCOSX wB97M-V def2-TZVPD def2/J DEFGRID3
* xyz -1 1
Na 0.13 0.97 0.46
O 1.01 -0.92 4.49
C 2.09 -1.68 4.25
C 2.65 -2.41 5.30
C 3.75 -3.22 5.07
C 4.31 -3.31 3.80
C 3.76 -2.58 2.77
C 2.66 -1.75 2.97
C 2.08 -0.96 1.84
O 1.04 -0.24 2.08
N 2.71 -1.02 0.70
N 2.00 -0.43 -0.34
C 2.68 0.29 -1.14
C 2.04 0.92 -2.32
C 2.60 2.06 -2.87
C 1.94 2.72 -3.89
C 0.72 2.22 -4.32
C 0.25 1.06 -3.72
N 0.89 0.41 -2.76
H 0.79 -0.55 3.58
H 2.20 -2.33 6.28
H 4.17 -3.78 5.90
H 5.17 -3.94 3.63
H 4.18 -2.62 1.77
H 3.74 0.49 -0.95
H 3.53 2.45 -2.47
H 2.35 3.62 -4.32
H 0.16 2.70 -5.10
H -0.70 0.63 -4.03
Cl -2.31 0.92 2.29
C -1.30 1.71 3.52
Cl -0.22 2.92 2.80
H -0.70 0.95 4.01
H -1.96 2.21 4.23
N -1.63 -0.24 -1.23
C -2.86 -0.71 -1.58
C -3.04 -1.98 -2.13
C -4.30 -2.45 -2.45
C -5.43 -1.66 -2.24
C -5.26 -0.40 -1.69
C -4.00 0.08 -1.37
H -0.82 -0.68 -1.65
H -1.50 0.80 -1.13
H -2.17 -2.61 -2.30
H -4.41 -3.44 -2.88
H -6.42 -2.03 -2.49
H -6.13 0.23 -1.52
H -3.88 1.07 -0.95
C -1.31 3.31 -1.58
O -0.88 2.33 -0.73
H -1.84 2.91 -2.47
H -0.49 3.93 -1.99
H -2.02 4.02 -1.11
*
```

Frontier orbital gap, eV: 6.89
LUMO level, eV: 2.234
ΔE to the lowest compared entry with this formula, charge and spin, kJ/mol: 49.61
Energy, a.u.: -2340.9740
Max |F|, eV/Å: 0.39



(8)
# C3H2F2N2O

A molecular structure, C3H2F2N2O at a distorted geometry (ωB97M-V/def2-TZVPD, the Open Molecules 2025 dataset).

```
! RIJCOSX wB97M-V def2-TZVPD def2/J DEFGRID3
* xyz 0 1
C -0.94 -0.63 -0.11
C -0.95 0.67 0.18
C 0.41 -1.22 -0.10
N 0.30 1.20 0.51
N 1.29 -0.07 -0.37
O 0.89 -2.31 0.03
F 0.35 2.35 -0.28
F 2.39 -0.04 0.33
H -1.89 -1.21 -0.32
H -1.86 1.26 0.12
*
```

Frontier orbital gap, eV: 9.98
LUMO level, eV: -0.485
ΔE to the lowest compared entry with this formula, charge and spin, kJ/mol: 508.63
Energy, a.u.: -499.7726
Max |F|, eV/Å: 4.69